[1]
A molecular structure, C42H38N7P2S2W, computed with the ωB97M-V functional and the def2-TZVPD basis.

As for the energy above the lowest of the compared OMol25 structures with the same formula, charge and spin: 586.3 kJ/mol. As for the total charge: +3. The value obtained for the frontier orbital gap (spin up / spin down) is 0.198 / 0.239 Ha. The electronic energy is -96649.25249 eV. As for the spin multiplicity: 3. Its expectation value of S² is 2.089.

Geometry (Å):
1 W -0.17984 0.06307 -0.00111
2 C 1.16848 -0.74704 5.55027
3 S 0.32935 -1.88853 4.43438
4 C 0.37935 -1.01704 2.96004
5 S -0.27071 -1.80179 1.54500
6 N 0.92539 0.16393 2.83423
7 N 0.74526 0.64968 1.58755
8 C 1.87035 1.13935 0.92049
9 C 1.87035 2.28004 0.17033
10 C 3.07885 2.65136 -0.61513
11 C 2.71467 3.91510 -1.44693
12 C 2.59496 3.69557 -2.93378
13 C 1.81009 2.76476 -3.45466
14 N 1.00763 2.01524 -2.53957
15 H 1.16622 -1.24403 6.51809
16 H 0.62566 0.19167 5.61525
17 H 2.19072 -0.58071 5.22233
18 H 2.78090 0.56090 1.05449
19 H 3.80260 2.98516 0.13817
20 H 3.50999 4.64417 -1.30139
21 H 3.18589 4.31781 -3.59635
22 H 1.71009 2.56156 -4.51588
23 N -2.97696 -0.47709 -1.63536
24 C -2.16156 -1.60430 -1.82387
25 C -2.59946 -2.63194 -2.65052
26 C -1.77805 -3.71545 -2.87136
27 C -0.53592 -3.76065 -2.24321
28 C -0.17427 -2.71521 -1.43691
29 N -0.96063 -1.62765 -1.23315
30 C -3.28899 0.01257 -0.36225
31 C -4.60807 0.29261 -0.02219
32 C -4.88576 0.79762 1.22811
33 C -3.84077 0.99020 2.13226
34 C -2.56878 0.68371 1.73396
35 N -2.28299 0.22329 0.48854
36 H -3.78375 -0.48956 -2.24349
37 H -3.58413 -2.57717 -3.09591
38 H -2.10497 -4.52631 -3.50895
39 H 0.13487 -4.59788 -2.37102
40 H 0.77079 -2.71799 -0.91215
41 H -5.39823 0.09508 -0.73456
42 H -5.90702 1.01546 1.51174
43 H -4.01651 1.35971 3.13206
44 H -1.72941 0.79904 2.40733
45 N -0.33842 2.49885 -2.37104
46 P 1.19762 0.39047 -2.17907
47 C 0.88650 -0.58248 -3.65703
48 C 1.87528 -1.28734 -4.34316
49 C 1.56736 -1.90911 -5.54423
50 C 0.28821 -1.81107 -6.07396
51 C -0.69156 -1.08056 -5.41004
52 C -0.39778 -0.47226 -4.20217
53 C 2.90025 0.24260 -1.67544
54 C 3.77028 1.43963 -1.35025
55 C 5.02915 1.04582 -0.63718
56 C 5.41463 -0.23301 -0.43550
57 C 4.59662 -1.30614 -0.86433
58 C 3.35789 -1.03975 -1.44810
59 P -0.63532 2.50142 -0.70694
60 C 0.80139 3.35619 0.11104
61 C 0.47743 3.72795 1.54938
62 C 0.85152 4.88885 2.07794
63 C 1.51903 5.92299 1.29230
64 C 1.75813 5.74647 -0.00136
65 C 1.41913 4.49476 -0.76564
66 C -2.19299 3.37695 -0.59460
67 C -3.15340 3.07265 -1.57101
68 C -4.36335 3.74414 -1.58137
69 C -4.62997 4.71069 -0.61836
70 C -3.68278 5.01222 0.34983
71 C -2.46277 4.35240 0.36691
72 H -0.47080 3.36415 -2.88773
73 H 2.88715 -1.33640 -3.96577
74 H 2.33481 -2.45357 -6.07771
75 H 0.05919 -2.28736 -7.01810
76 H -1.67749 -0.97953 -5.84465
77 H -1.15293 0.12360 -3.69942
78 H 4.09245 1.85967 -2.31547
79 H 5.67145 1.85906 -0.31836
80 H 6.35536 -0.44162 0.05616
81 H 4.91738 -2.32825 -0.72158
82 H 2.73385 -1.88481 -1.71962
83 H -0.00341 2.97472 2.16229
84 H 0.64752 5.08429 3.12325
85 H 1.79624 6.84745 1.77982
86 H 2.22327 6.53313 -0.58475
87 H 0.71812 4.78673 -1.55297
88 H -2.93959 2.33336 -2.33380
89 H -5.09566 3.52767 -2.34803
90 H -5.57336 5.24027 -0.63328
91 H -3.88678 5.77564 1.08844
92 H -1.72863 4.61281 1.11503

[2]
A molecular structure, C32H35I2KN4O5, computed with the ωB97M-V functional and the def2-TZVPD basis.

As for the energy above the lowest of the compared OMol25 structures with the same formula, charge and spin: 22.5 kJ/mol. As for the total charge: -2. The value obtained for the frontier orbital gap is 0.208 Ha. The electronic energy is -82481.74286 eV.

Geometry (Å):
1 K 0.05231 -0.02377 0.51446
2 I -0.35367 3.49794 -5.36755
3 C -0.91043 1.60424 -4.65131
4 C -0.01809 0.54594 -4.72477
5 C -0.43950 -0.70623 -4.32126
6 I 0.88077 -2.32657 -4.51272
7 C -1.74041 -0.99080 -3.79265
8 O -2.13033 -2.13651 -3.42889
9 C -2.60256 0.16304 -3.72224
10 C -3.97017 -0.05513 -3.12460
11 N -3.99020 -0.30178 -1.68101
12 C -3.34977 0.77213 -0.94026
13 C -3.34264 0.52760 0.54508
14 C -3.51349 1.57429 1.44824
15 C -3.42450 1.31840 2.80426
16 C -3.17451 0.02347 3.22722
17 C -3.02059 -0.95473 2.25923
18 N -3.10483 -0.72066 0.95212
19 C -2.19277 1.40807 -4.14819
20 H 0.98993 0.69253 -5.09022
21 H -4.42799 -0.92534 -3.59927
22 H -4.60261 0.81676 -3.33188
23 H -3.49643 -1.16938 -1.49611
24 H -3.88478 1.70644 -1.14481
25 H -2.31026 0.95115 -1.25224
26 H -3.68999 2.57686 1.07905
27 H -3.52451 2.12315 3.52278
28 H -3.05113 -0.21675 4.27476
29 H -2.79396 -1.97754 2.54321
30 H -2.88233 2.24375 -4.07989
31 N -0.34230 -2.49484 -1.02414
32 C 0.20442 -3.77646 -0.58962
33 C 1.43078 -3.58015 0.29490
34 C 2.65120 -3.09236 -0.48440
35 C 3.78262 -2.58146 0.40737
36 N 3.52817 -1.30917 1.07458
37 H -1.09029 -2.63164 -1.70216
38 H 0.36988 -1.98653 -1.54254
39 H 0.47740 -4.42805 -1.43821
40 H -0.57341 -4.29927 -0.02493
41 H 1.67910 -4.52775 0.78902
42 H 1.17787 -2.87135 1.08932
43 H 2.37347 -2.27646 -1.15794
44 H 3.02614 -3.90895 -1.11552
45 H 4.68786 -2.47123 -0.19975
46 H 4.01436 -3.32848 1.17674
47 H 3.21672 -0.63448 0.37947
48 H 2.77167 -1.40059 1.74769
49 C 0.20116 4.36110 -1.38769
50 C 0.54768 2.87413 -1.40302
51 O -0.26022 2.11924 -0.86865
52 C 1.78127 2.45350 -2.06147
53 C 2.50907 3.40493 -2.80599
54 C 3.63724 3.09635 -3.52355
55 C 4.08326 1.75892 -3.52173
56 C 3.42537 0.80188 -2.80737
57 C 2.25589 1.08610 -2.00957
58 O 1.73666 0.16541 -1.32159
59 H -0.68245 4.48175 -0.76473
60 H -0.02190 4.70934 -2.39803
61 H 1.01871 4.96298 -0.98776
62 H 2.14831 4.42500 -2.83948
63 H 4.15387 3.85528 -4.09753
64 H 4.96028 1.48560 -4.10128
65 H 3.75466 -0.23102 -2.80935
66 O 0.86270 -1.33609 2.99612
67 C 0.37693 -0.32341 3.55272
68 O -0.12947 0.67472 2.99662
69 C 0.38641 -0.31264 5.08477
70 C 0.96080 -1.35821 5.79743
71 C 0.96461 -1.34626 7.18601
72 C 0.38899 -0.28623 7.87564
73 C -0.18857 0.76123 7.16849
74 C -0.18701 0.74584 5.78020
75 H 1.40102 -2.17104 5.23434
76 H 1.41738 -2.16458 7.73457
77 H 0.39192 -0.27577 8.95984
78 H -0.63715 1.59179 7.70212
79 H -0.62361 1.54881 5.19950